13
Properties=species:S:1:pos:R:3:forces:R:3 method="wB97M-V/def2-TZVPD" homo_lumo_gap_ev=10.53 spin_multiplicity=1 smiles="C=NOCCO" energy_ha=-323.6282 relative_energy_kj_mol=401.2 total_charge=0
C -1.45065 0.04201 0.45166 1.4 0.9 1.6
C -0.56508 0.98086 -0.30494 0.6 1.0 0.9
C 2.40588 -0.58284 -0.06235 -0.1 -0.1 -1.0
H -1.83003 -1.89024 -0.04296 0.0 4.1 -2.0
H -2.31407 0.59513 0.83710 -0.1 -0.1 0.0
H -0.83591 -0.27271 1.38184 -1.0 -0.3 -1.5
H -1.08097 1.42878 -1.09589 -0.9 0.3 -1.6
H -0.23520 1.82334 0.30714 0.0 -0.1 0.3
H 3.13622 -0.67673 0.71558 0.4 -0.3 0.2
H 2.53292 -1.11899 -1.06744 -0.4 0.9 1.5
N 1.46189 0.21630 0.23800 0.4 -0.9 -1.3
O -1.80066 -0.89458 -0.50672 -0.6 -5.6 1.9
O 0.57566 0.34966 -0.85103 0.3 0.1 1.0